Record 1
8
Properties=species:S:1:pos:R:3:forces:R:3:nbo_charge:R:1 method="wB97M-V/def2-TZVPD" charge=0 energy_ev=-17503.26674 largest_force_ev_per_a=2.66 orbital_gap_ev=8.6 e_homo_ha=-0.308
C 0.12524 -1.89255 -1.21989 0.556 1.059 2.378 0.304
N -0.33657 0.09516 0.55461 -1.002 -0.943 -1.352 -1.131
O -0.98703 -2.18917 -0.94970 0.035 -0.359 -1.189 -0.506
O 2.21314 -0.14906 -0.05367 1.006 1.080 -0.523 -0.936
S 1.06985 -0.81922 0.51277 -1.435 -1.557 -1.046 1.270
H 0.70264 -2.00840 -2.18603 -0.305 -0.030 0.630 0.164
H -1.08049 -0.34158 -0.05001 0.874 1.275 1.198 0.415
H -0.48724 0.98703 1.01523 0.272 -0.525 -0.096 0.419

---

Record 2
7
Properties=species:S:1:pos:R:3:forces:R:3:nbo_charge:R:1 method="wB97M-V/def2-TZVPD" charge=+1 energy_ev=-52575.94442 largest_force_ev_per_a=4.29 orbital_gap_ev="6.9 / 6.9" e_homo_ha="-0.528 / -0.528"
O -1.06391 1.13388 0.16795 -2.812 1.444 -0.149 -0.498
C -1.23333 -0.02181 0.15488 4.077 1.312 0.298 0.720
C -0.49143 -1.12275 0.20151 0.090 -1.351 0.069 -0.753
H -0.17267 -1.52757 -0.76324 -0.392 -0.500 0.539 0.292
H 1.74848 1.96521 -1.27018 -0.143 -1.048 2.058 -0.174
H -0.31187 -1.53782 1.19734 -0.358 -0.543 -0.608 0.285
Zn 1.52473 1.11087 0.31174 -0.462 0.686 -2.208 1.128

---

Record 3
53
Properties=species:S:1:pos:R:3:forces:R:3:nbo_charge:R:1 method="wB97M-V/def2-TZVPD" charge=0 energy_ev=-41573.90382 largest_force_ev_per_a=19.65 orbital_gap_ev=8.4 e_homo_ha=-0.305
C -3.39415 -2.59685 -1.10044 3.782 0.268 -7.459 -0.648
C -4.19025 -2.67532 0.04044 -5.557 2.131 2.541 -0.392
C -3.63733 -1.77317 1.19780 -3.323 -7.553 2.758 -0.456
C -3.77378 -0.38310 0.99214 -1.543 2.013 -0.825 -0.085
O -2.75444 -0.18353 -0.01290 -0.278 4.910 1.671 -0.533
C -2.47646 1.21300 0.03086 -0.248 2.855 -0.523 0.295
C -3.18603 2.26526 0.66205 7.125 1.164 -6.214 -0.275
C -2.63327 3.69474 0.14898 -3.704 -2.762 3.856 -0.194
C -1.51285 3.89292 -0.55850 0.250 0.540 1.472 -0.239
C -0.73770 2.73737 -1.00211 1.366 11.466 0.037 -0.245
C -1.30801 1.69941 -0.76197 -2.884 -14.746 0.307 0.146
N -0.74471 0.43629 -1.37576 1.563 -3.792 -0.184 -0.655
C 0.54810 0.03420 -2.06498 -1.415 14.737 2.717 0.652
O 1.28260 1.21878 -2.21334 -2.542 -7.214 -0.155 -0.661
C 0.84352 -1.25506 -2.41950 -3.079 -4.545 5.322 -0.489
H -0.12930 -1.84030 -2.35256 1.176 0.411 -1.080 0.267
H 1.51627 -1.41109 -3.13217 2.268 -0.526 -3.358 0.254
C 1.58518 -1.95176 -1.05633 3.962 4.213 -6.143 -0.315
C 0.93925 -1.69483 0.09251 -12.498 -7.991 0.847 0.625
O -0.27222 -2.28840 0.43551 4.774 2.165 -2.718 -0.705
N 1.41525 -1.04564 0.99138 2.226 5.336 7.664 -0.442
C 2.57368 -0.38519 0.92763 6.425 1.741 -3.750 0.500
N 3.24856 0.38972 1.64505 -5.277 -3.573 0.033 -0.476
C 4.44608 1.00124 1.64532 4.355 -3.107 -4.858 -0.198
C 5.02134 1.41510 -0.17625 14.792 -3.386 12.483 -0.540
H 5.96552 1.93102 0.12326 -1.539 0.845 -1.069 0.224
H 4.26179 1.54421 -0.52912 -14.722 4.585 -7.557 0.152
H 5.36888 0.49605 -0.47464 0.849 -2.340 -0.814 0.187
H 4.29490 1.85410 2.13099 0.369 3.812 1.973 0.187
H 5.28163 0.31766 2.09507 -1.489 1.386 -0.705 0.208
S 3.22538 -0.97571 -0.88029 -1.280 -0.671 1.538 0.043
C 0.82972 -0.81626 2.25390 -0.959 0.609 5.720 -0.237
C 0.28130 0.64070 2.48544 -0.149 0.111 -2.572 -0.623
H -0.56668 0.58978 1.71193 1.017 1.175 1.053 0.217
H -0.19424 0.69020 3.46199 0.216 0.077 0.069 0.221
H 1.05485 1.55353 2.31524 -1.966 -2.461 0.282 0.236
H 1.67236 -0.89562 2.96013 -0.015 -0.079 -0.264 0.212
H 0.09405 -1.53841 2.78396 0.961 0.817 -2.249 0.262
H 1.79269 -2.90422 -1.36078 0.205 -2.589 -0.187 0.264
H -1.26803 -0.37112 -0.93073 1.200 0.891 -1.208 0.422
H 0.20322 2.84748 -1.40785 1.492 -0.075 -1.139 0.277
H -1.22397 4.93794 -0.39367 0.639 -0.391 -1.213 0.230
H -3.24511 4.47532 0.70914 1.234 -0.575 -1.277 0.211
H -4.04916 2.11501 1.09560 -4.206 -0.224 2.537 0.198
H -4.89997 0.02524 0.52675 3.201 -1.320 1.505 0.196
H -3.52808 0.09127 1.97086 -0.176 0.506 -0.983 0.206
H -2.67798 -2.26706 1.44553 0.269 1.421 -0.343 0.262
H -4.25012 -2.23983 2.15557 1.009 1.853 -1.961 0.203
H -5.31833 -2.21649 -0.31202 2.721 -0.873 1.093 0.167
H -4.56459 -3.64221 0.40687 0.998 -0.043 -0.139 0.221
H -3.41268 -1.54483 -1.65031 -0.062 -1.992 1.456 0.221
H -3.77307 -3.24134 -2.00274 0.644 0.643 1.743 0.208
H -2.24037 -2.80748 -1.01051 -2.180 0.145 0.273 0.232

---

Record 4
80
Properties=species:S:1:pos:R:3:forces:R:3:lowdin_charge:R:1 method="wB97M-V/def2-TZVPD" charge=-1 energy_ev=-97546.94077 largest_force_ev_per_a=0.66 orbital_gap_ev=5.5 e_homo_ha=-0.141
C -1.31695 1.11532 -0.93140 -0.204 -0.619 0.109 0.022
C -2.69433 1.17139 -1.54338 -0.012 -0.129 0.074 -0.554
O -2.92787 0.88836 -2.68359 0.035 0.314 -0.187 0.086
O -3.60558 1.57242 -0.63913 0.118 0.237 -0.033 -0.039
C -4.90153 2.00941 -1.11942 -0.150 -0.002 0.003 -0.143
C -6.00777 1.51796 -0.18301 -0.143 0.297 -0.164 -0.204
C -7.09384 0.62748 -0.80869 0.539 -0.252 0.151 -0.287
B -6.77543 -0.94406 -1.11744 -0.342 0.328 0.413 -1.153
I -5.98475 -1.26956 -3.23448 0.161 -0.089 -0.151 0.515
P -5.66659 -1.97521 0.12453 -0.064 -0.075 -0.512 0.770
O -6.19048 -1.35943 1.61500 0.250 -0.282 0.194 -0.373
O -4.11281 -1.33373 0.01321 0.110 -0.234 0.553 -0.382
H -1.38132 0.73136 0.08588 0.044 0.186 0.075 0.084
H -0.74125 0.40557 -1.51888 0.140 0.140 -0.054 0.061
H -0.84987 2.09863 -0.93460 -0.022 0.015 0.001 0.088
H -5.04206 1.69184 -2.15090 0.031 -0.217 0.072 0.099
H -4.85806 3.10089 -1.09032 0.058 0.000 -0.102 0.119
H -5.52304 1.04313 0.67127 -0.003 -0.050 0.034 0.078
H -6.49266 2.41235 0.22592 0.028 -0.028 0.090 0.100
H -7.91783 0.60725 -0.09277 -0.039 0.103 -0.146 0.048
H -7.44323 1.13761 -1.71326 -0.201 -0.061 0.043 0.077
H -7.80933 -1.58014 -1.10128 0.008 0.006 -0.069 -0.008
H -5.77751 -0.52308 1.84612 -0.193 0.194 -0.106 0.006
H -4.01578 -0.48745 0.46145 -0.064 0.239 -0.322 0.004
C 1.92469 -0.63089 -4.40994 0.197 0.027 -0.006 -0.053
C 1.79416 -0.60743 -2.90525 -0.356 -0.067 -0.180 -0.179
O 3.09730 -0.67918 -2.26691 0.008 0.041 0.044 0.041
C 3.74641 0.45911 -2.14460 0.005 -0.007 0.031 -0.411
O 3.40371 1.55265 -2.48597 0.018 -0.018 -0.020 0.172
C 5.08915 0.21551 -1.41597 -0.013 -0.029 -0.049 -0.533
F 5.72394 -0.86706 -1.87988 0.006 0.011 -0.004 0.162
F 4.87369 0.03244 -0.10316 0.005 0.044 -0.077 0.154
F 5.89836 1.26226 -1.56172 -0.074 -0.019 0.047 0.159
H 2.47364 -1.51611 -4.73210 -0.057 -0.031 -0.003 0.082
H 0.93191 -0.64973 -4.85808 -0.009 -0.002 0.013 0.090
H 2.45185 0.25202 -4.77108 -0.048 0.029 0.008 0.078
H 1.25604 -1.48088 -2.54634 0.109 -0.028 0.084 0.132
H 1.27327 0.28476 -2.56464 0.129 0.054 0.044 0.108
C -9.40439 -1.38800 5.79950 0.061 0.010 -0.110 -0.058
C -10.38016 -0.25418 5.57736 -0.045 -0.083 0.210 -0.202
O -10.00759 0.52831 4.42419 -0.050 0.023 -0.044 0.027
C -10.40264 0.04648 3.25147 0.060 -0.007 0.008 -0.392
O -11.04777 -0.94048 3.06087 -0.028 0.044 -0.005 0.171
C -9.93451 0.98423 2.11394 0.090 -0.108 0.085 -0.549
F -8.68277 1.39913 2.31535 -0.013 0.037 -0.015 0.169
F -10.72959 2.07221 2.08118 -0.019 -0.020 -0.013 0.153
F -10.00713 0.36749 0.95026 -0.143 0.041 0.005 0.188
H -8.38821 -1.00424 5.88797 -0.007 0.002 0.038 0.084
H -9.65957 -1.92123 6.71580 -0.007 0.005 0.004 0.079
H -9.43060 -2.09208 4.96911 -0.030 -0.008 0.011 0.083
H -10.36680 0.45145 6.40564 0.047 0.047 -0.047 0.121
H -11.39825 -0.62019 5.44917 0.015 -0.003 -0.083 0.121
C 4.66933 -1.81248 2.45946 -0.120 -0.134 0.174 -0.057
C 5.66042 -2.85937 2.00917 0.139 0.232 -0.124 -0.188
O 5.38076 -4.14611 2.60992 -0.007 -0.035 -0.013 0.032
C 4.46158 -4.88096 2.00482 0.009 -0.021 0.012 -0.404
O 3.84130 -4.60998 1.02092 0.006 -0.005 0.023 0.176
C 4.31264 -6.23458 2.73957 -0.026 0.051 -0.026 -0.549
F 4.28664 -6.07562 4.06649 -0.003 -0.010 -0.001 0.165
F 5.35471 -7.02528 2.43654 0.003 0.000 0.009 0.160
F 3.19806 -6.84845 2.36589 0.017 -0.008 -0.003 0.178
H 4.65042 -1.74612 3.54778 0.041 0.006 -0.004 0.085
H 4.95604 -0.84405 2.05740 0.001 0.010 0.018 0.063
H 3.66342 -2.04901 2.11435 0.022 0.019 -0.064 0.086
H 6.66851 -2.61835 2.33919 -0.010 -0.062 0.065 0.125
H 5.66887 -2.96445 0.92484 -0.076 -0.069 0.010 0.122
C 8.85198 1.87435 -2.28486 0.127 0.156 0.114 -0.061
C 9.58169 2.43956 -3.48077 -0.118 -0.244 -0.131 -0.184
O 10.10292 3.76144 -3.19963 0.050 0.017 -0.009 0.036
C 11.26331 3.80657 -2.57068 -0.008 0.026 -0.005 -0.407
O 11.93701 2.88748 -2.20882 -0.011 0.017 0.005 0.167
C 11.69878 5.28003 -2.38556 -0.007 -0.055 0.015 -0.549
F 10.68395 6.04867 -1.98292 0.008 0.006 0.004 0.168
F 12.15268 5.76370 -3.55162 -0.007 0.006 0.003 0.163
F 12.67501 5.36691 -1.48836 0.002 0.005 -0.015 0.172
H 8.06307 2.55312 -1.96512 -0.039 -0.030 -0.041 0.078
H 8.40377 0.91608 -2.54346 -0.010 0.005 -0.018 0.078
H 9.53509 1.72319 -1.44924 0.020 -0.043 -0.029 0.083
H 8.90972 2.58396 -4.32344 -0.003 0.099 0.025 0.127
H 10.40003 1.79504 -3.79891 0.063 0.055 0.064 0.124